*1*
ORCA calculation (ωB97M-V with the def2-TZVPD basis set) on C54H70BGeN7O2Re as an isolated structure.

Each line ends with the Löwdin charge.
Cartesian coordinates (Å):
Re1 -0.302 -0.737 0.557  1.46
C1 -4.817 2.077 -1.332  -0.02
C2 -3.556 2.035 -0.533  -0.28
C3 -2.911 3.069 0.100  0.02
C4 -1.789 2.498 0.723  -0.22
N1 -1.741 1.190 0.452  0.04
N2 -2.848 0.910 -0.309  0.04
B1 -3.404 -0.524 -0.460  -0.53
N3 -3.429 -1.202 0.919  0.03
N4 -2.357 -1.144 1.763  0.03
C5 -2.759 -1.627 2.936  -0.23
C6 -4.100 -2.042 2.834  0.03
C7 -4.487 -1.751 1.547  -0.26
C8 -5.812 -1.961 0.891  -0.02
C9 -1.945 -1.687 4.214  -0.53
C10 -1.639 -3.150 4.561  -0.03
C11 -2.798 -1.073 5.336  -0.05
C12 -0.640 -0.905 4.133  -0.05
N5 -2.613 -1.337 -1.500  0.03
N6 -1.307 -1.684 -1.321  0.03
C13 -0.939 -2.393 -2.402  -0.21
C14 -2.041 -2.508 -3.264  0.03
C15 -3.073 -1.825 -2.664  -0.26
C16 -4.470 -1.640 -3.161  -0.01
C17 0.406 -3.057 -2.660  -0.51
C18 1.572 -2.358 -1.964  -0.06
C19 0.698 -3.065 -4.168  -0.05
C20 0.328 -4.520 -2.193  -0.02
C21 -0.787 3.275 1.551  -0.52
C22 -1.398 4.614 1.978  -0.06
C23 -0.379 2.522 2.815  -0.05
C24 0.433 3.557 0.674  -0.04
H1 -5.134 3.113 -1.446  0.08
H2 -4.678 1.651 -2.329  0.07
H3 -5.624 1.522 -0.853  0.08
H4 -3.225 4.099 0.128  0.11
H5 -4.523 -0.449 -0.869  0.11
H6 -4.714 -2.478 3.605  0.11
H7 -6.485 -2.460 1.587  0.08
H8 -6.268 -1.016 0.591  0.08
H9 -5.723 -2.583 -0.001  0.08
H10 -2.553 -3.747 4.592  0.09
H11 -0.967 -3.594 3.826  0.06
H12 -1.161 -3.205 5.543  0.09
H13 -3.710 -1.646 5.513  0.08
H14 -2.225 -1.059 6.267  0.08
H15 -3.085 -0.047 5.092  0.09
H16 0.044 -1.344 3.412  0.04
H17 -0.816 0.137 3.865  0.06
H18 -0.153 -0.925 5.113  0.09
H19 -2.088 -3.029 -4.206  0.11
H20 -4.585 -2.178 -4.101  0.08
H21 -5.207 -2.023 -2.454  0.07
H22 -4.708 -0.590 -3.338  0.07
H23 1.514 -1.271 -2.066  0.05
H24 1.611 -2.610 -0.909  0.04
H25 2.508 -2.690 -2.425  0.10
H26 0.910 -2.061 -4.535  0.07
H27 1.580 -3.685 -4.347  0.09
H28 -0.121 -3.486 -4.753  0.07
H29 0.079 -4.584 -1.135  0.06
H30 -0.424 -5.073 -2.763  0.09
H31 1.298 -5.001 -2.345  0.09
H32 -2.353 4.474 2.490  0.09
H33 -0.712 5.114 2.666  0.09
H34 -1.557 5.282 1.127  0.08
H35 -1.238 2.393 3.480  0.09
H36 0.031 1.546 2.581  0.03
H37 0.389 3.091 3.349  0.09
H38 0.139 4.096 -0.230  0.08
H39 1.162 4.162 1.218  0.09
H40 0.901 2.623 0.362  0.04
C25 0.350 -5.447 1.989  -0.11
C26 -0.822 -5.002 1.396  -0.11
C27 -0.949 -3.677 0.999  -0.16
C28 0.079 -2.733 1.175  -0.32
C29 1.246 -3.219 1.782  -0.15
C30 1.386 -4.543 2.182  -0.09
H41 0.455 -6.480 2.298  0.10
H42 -1.646 -5.690 1.237  0.10
H43 -1.882 -3.377 0.535  0.09
H44 2.085 -2.552 1.951  0.07
H45 2.313 -4.866 2.644  0.10
C31 1.365 -0.127 1.202  -0.43
Ge1 2.961 0.802 0.580  0.94
C32 2.974 1.487 -1.257  -0.25
C33 2.667 2.797 -1.630  -0.12
C34 2.715 3.200 -2.960  -0.09
C35 3.071 2.293 -3.950  -0.11
C36 3.378 0.986 -3.600  -0.07
C37 3.335 0.594 -2.268  -0.11
C38 3.406 2.141 1.937  -0.28
C39 3.286 1.740 3.272  -0.11
C40 3.549 2.615 4.316  -0.09
C41 3.948 3.918 4.045  -0.09
C42 4.101 4.326 2.728  -0.09
C43 3.837 3.442 1.688  -0.12
C44 4.401 -0.525 0.684  -0.26
C45 4.199 -1.837 0.251  -0.12
C46 5.217 -2.780 0.306  -0.08
C47 6.465 -2.421 0.800  -0.10
C48 6.683 -1.123 1.240  -0.09
C49 5.658 -0.185 1.182  -0.10
H46 1.668 -0.552 2.171  -0.03
H47 2.363 3.525 -0.886  0.07
H48 2.480 4.226 -3.220  0.10
H49 3.120 2.607 -4.986  0.10
H50 3.655 0.267 -4.361  0.11
H51 3.589 -0.430 -2.024  0.08
H52 2.979 0.726 3.510  0.10
H53 3.440 2.281 5.341  0.10
H54 4.149 4.606 4.856  0.10
H55 4.432 5.334 2.507  0.10
H56 3.984 3.784 0.669  0.09
H57 3.226 -2.138 -0.120  0.06
H58 5.034 -3.794 -0.030  0.10
H59 7.262 -3.154 0.848  0.10
H60 7.653 -0.840 1.632  0.10
H61 5.844 0.823 1.539  0.10
O1 0.352 0.144 -3.697  0.11
C50 -0.129 0.994 -2.804  -0.47
O2 0.123 0.926 -1.628  0.03
C51 -1.068 2.061 -3.375  -0.20
N7 -0.970 2.074 -4.846  -0.02
C52 -0.026 3.165 -5.156  -0.18
C53 -0.332 4.259 -4.138  -0.15
C54 -0.703 3.475 -2.868  -0.11
H62 -2.066 1.747 -3.058  0.15
H63 -1.874 2.263 -5.259  0.12
H64 -0.035 0.454 -4.553  0.12
H65 -0.125 3.469 -6.197  0.12
H66 0.990 2.786 -5.009  0.08
H67 -1.178 4.858 -4.483  0.11
H68 0.510 4.934 -3.981  0.10
H69 -1.532 3.928 -2.326  0.11
H70 0.130 3.405 -2.170  0.07

Calculated values
2S+1 ... 4
E_LUMO (spin up / spin down) ... 0.31 / 0.31 eV

*2*
ORCA calculation (ωB97M-V with the def2-TZVPD basis set) on C54H70BGeN7O2Re as an isolated structure.

Each line ends with the Löwdin charge.
Cartesian coordinates (Å):
Re1 -0.726 0.064 0.603  1.46
C1 -0.354 -5.289 -1.146  -0.02
C2 -0.567 -3.839 -1.435  -0.28
C3 -0.691 -3.221 -2.655  0.02
C4 -0.892 -1.860 -2.376  -0.22
N1 -0.864 -1.665 -1.057  0.04
N2 -0.677 -2.893 -0.481  0.04
B1 -1.008 -3.169 1.004  -0.53
N3 -2.376 -2.554 1.338  0.03
N4 -2.700 -1.286 0.954  0.04
C5 -3.998 -1.124 1.199  -0.23
C6 -4.511 -2.297 1.783  0.03
C7 -3.456 -3.177 1.850  -0.26
C8 -3.429 -4.576 2.367  -0.02
C9 -4.832 0.098 0.871  -0.53
C10 -5.257 0.795 2.170  -0.03
C11 -6.088 -0.384 0.125  -0.05
C12 -4.107 1.097 -0.021  -0.05
N5 0.102 -2.664 1.944  0.03
N6 0.401 -1.342 2.080  0.03
C13 1.399 -1.255 2.974  -0.22
C14 1.719 -2.545 3.422  0.03
C15 0.883 -3.405 2.748  -0.26
C16 0.808 -4.893 2.856  -0.01
C17 2.051 0.012 3.499  -0.51
C18 1.998 1.170 2.506  -0.06
C19 3.528 -0.261 3.825  -0.05
C20 1.349 0.421 4.804  -0.02
C21 -1.080 -0.784 -3.425  -0.52
C22 -1.470 -1.424 -4.762  -0.06
C23 -2.177 0.203 -3.037  -0.05
C24 0.252 -0.056 -3.605  -0.04
H1 -0.196 -5.821 -2.084  0.08
H2 0.519 -5.450 -0.511  0.07
H3 -1.210 -5.734 -0.639  0.08
H4 -0.660 -3.697 -3.621  0.11
H5 -1.074 -4.351 1.159  0.11
H6 -5.523 -2.485 2.100  0.11
H7 -4.408 -4.832 2.770  0.08
H8 -3.183 -5.292 1.581  0.08
H9 -2.692 -4.694 3.164  0.08
H10 -5.751 0.096 2.849  0.09
H11 -4.395 1.219 2.686  0.06
H12 -5.956 1.604 1.943  0.09
H13 -6.705 -1.034 0.747  0.07
H14 -6.695 0.477 -0.164  0.08
H15 -5.818 -0.934 -0.779  0.09
H16 -3.252 1.537 0.487  0.04
H17 -3.768 0.631 -0.946  0.06
H18 -4.795 1.906 -0.281  0.09
H19 2.461 -2.823 4.151  0.11
H20 1.520 -5.229 3.608  0.08
H21 -0.187 -5.229 3.149  0.07
H22 1.050 -5.386 1.913  0.07
H23 2.256 0.849 1.495  0.05
H24 1.013 1.626 2.490  0.04
H25 2.720 1.934 2.813  0.10
H26 4.109 -0.424 2.917  0.07
H27 3.937 0.613 4.337  0.09
H28 3.661 -1.117 4.486  0.07
H29 0.286 0.591 4.644  0.06
H30 1.468 -0.349 5.570  0.09
H31 1.791 1.349 5.178  0.09
H32 -2.348 -2.065 -4.659  0.09
H33 -1.706 -0.635 -5.478  0.09
H34 -0.656 -2.019 -5.184  0.08
H35 -3.146 -0.301 -2.980  0.09
H36 -1.969 0.670 -2.078  0.02
H37 -2.243 0.994 -3.790  0.08
H38 1.035 -0.759 -3.895  0.08
H39 0.167 0.710 -4.379  0.09
H40 0.558 0.412 -2.669  0.04
C25 -2.554 2.127 4.735  -0.10
C26 -2.407 0.755 4.587  -0.11
C27 -1.878 0.229 3.415  -0.16
C28 -1.473 1.038 2.338  -0.32
C29 -1.639 2.418 2.525  -0.15
C30 -2.167 2.957 3.692  -0.09
H41 -2.964 2.542 5.647  0.10
H42 -2.704 0.087 5.387  0.10
H43 -1.775 -0.848 3.349  0.09
H44 -1.344 3.108 1.743  0.07
H45 -2.270 4.032 3.784  0.10
C31 -0.552 1.692 -0.339  -0.44
Ge1 0.771 2.788 -1.270  0.94
C32 2.611 2.134 -1.437  -0.25
C33 3.129 1.463 -2.546  -0.12
C34 4.462 1.073 -2.594  -0.09
C35 5.306 1.338 -1.524  -0.10
C36 4.807 1.994 -0.409  -0.08
C37 3.478 2.394 -0.374  -0.11
C38 -0.033 3.312 -2.979  -0.28
C39 -1.389 3.651 -2.956  -0.12
C40 -2.061 4.017 -4.114  -0.09
C41 -1.384 4.056 -5.325  -0.09
C42 -0.032 3.749 -5.364  -0.09
C43 0.635 3.386 -4.199  -0.12
C44 0.879 4.453 -0.236  -0.26
C45 0.903 4.432 1.159  -0.12
C46 0.992 5.606 1.896  -0.08
C47 1.056 6.829 1.242  -0.10
C48 1.026 6.869 -0.145  -0.09
C49 0.936 5.691 -0.875  -0.10
H46 -1.399 2.384 -0.208  -0.03
H47 2.495 1.228 -3.393  0.08
H48 4.842 0.570 -3.476  0.10
H49 6.348 1.046 -1.564  0.10
H50 5.452 2.206 0.435  0.11
H51 3.121 2.925 0.500  0.09
H52 -1.940 3.630 -2.022  0.10
H53 -3.113 4.268 -4.070  0.10
H54 -1.905 4.334 -6.233  0.10
H55 0.510 3.795 -6.301  0.10
H56 1.696 3.168 -4.256  0.09
H57 0.835 3.488 1.685  0.07
H58 1.004 5.565 2.979  0.10
H59 1.123 7.748 1.812  0.10
H60 1.069 7.822 -0.660  0.10
H61 0.904 5.741 -1.958  0.10
O1 3.489 -1.147 0.731  0.11
C50 2.648 -1.417 -0.256  -0.47
O2 1.703 -0.719 -0.527  0.04
C51 2.916 -2.743 -0.975  -0.21
N7 4.238 -3.262 -0.584  -0.03
C52 5.145 -2.859 -1.674  -0.18
C53 4.321 -2.995 -2.952  -0.15
C54 2.905 -2.585 -2.512  -0.10
H62 2.125 -3.408 -0.618  0.14
H63 4.211 -4.270 -0.506  0.12
H64 4.124 -1.904 0.720  0.11
H65 6.054 -3.458 -1.652  0.12
H66 5.422 -1.815 -1.513  0.11
H67 4.334 -4.033 -3.290  0.11
H68 4.702 -2.376 -3.764  0.11
H69 2.134 -3.204 -2.968  0.10
H70 2.677 -1.553 -2.769  0.09

Calculated values
2S+1 ... 4
E_LUMO (spin up / spin down) ... 0.30 / 0.30 eV

Which one sits at the bottom of the stability order? *1* does.

*1*
ORCA calculation (ωB97M-V with the def2-TZVPD basis set) on a 2-piece molecular cluster, C5H16N2O2 overall.

Each line ends with the Löwdin charge.
Cartesian coordinates (Å):
C1 2.994 -0.778 0.138  -0.02
C2 1.493 -0.537 0.306  -0.65
N1 0.816 -0.954 -0.900  0.10
O1 1.084 -1.270 1.450  -0.01
C3 1.262 0.989 0.491  -0.18
N2 -0.064 1.318 1.019  0.01
H1 3.521 -0.472 1.037  0.08
H2 3.173 -1.838 -0.020  0.08
H3 3.361 -0.219 -0.716  0.09
H4 1.102 -1.895 -1.148  0.09
H5 -0.186 -0.979 -0.732  0.04
H6 0.117 -1.337 1.440  0.07
H7 1.359 1.436 -0.500  0.12
H8 2.059 1.382 1.133  0.11
H9 -0.059 1.216 2.031  0.10
H10 -0.283 2.285 0.808  0.09
C4 -2.338 0.719 -1.366  -0.09
C5 -2.824 -0.290 -0.335  -0.32
O2 -1.803 -0.722 0.533  -0.14
H11 -2.069 1.655 -0.880  0.06
H12 -3.127 0.916 -2.089  0.07
H13 -1.465 0.342 -1.894  0.06
H14 -3.647 0.147 0.252  0.11
H15 -3.204 -1.189 -0.831  0.11
H16 -1.273 0.074 0.772  0.01

Calculated values
E_LUMO ... 0.84 eV
SMILES ... C[C@@](N)(O)CN.CCO

*2*
ORCA calculation (ωB97M-V with the def2-TZVPD basis set) on a 2-piece molecular cluster, C5H16N2O2 overall.

Each line ends with the Löwdin charge.
Cartesian coordinates (Å):
C1 1.402 0.395 1.590  -0.12
N1 0.044 0.346 2.111  -0.13
C2 -0.946 -0.385 1.252  -0.47
C3 -1.304 -1.543 2.170  -0.04
O1 -2.004 0.473 0.882  -0.04
H1 1.813 -0.615 1.624  0.08
H2 2.002 1.048 2.222  0.08
H3 1.452 0.761 0.558  0.06
H4 -0.301 1.297 2.227  0.11
H5 -0.461 -0.726 0.330  0.13
H6 -2.140 -1.274 2.828  0.07
H7 -1.539 -2.442 1.613  0.06
H8 -0.322 -1.248 2.853  0.14
H9 -2.632 0.514 1.612  0.09
C4 1.803 -0.636 -2.148  -0.13
O2 0.458 -0.345 -1.868  -0.22
C5 0.056 0.961 -2.302  -0.33
N2 -1.328 1.194 -2.080  0.05
H10 2.003 -1.631 -1.755  0.09
H11 1.996 -0.626 -3.229  0.08
H12 2.482 0.082 -1.669  0.08
H13 0.279 1.064 -3.375  0.12
H14 0.641 1.716 -1.754  0.12
H15 -1.563 1.096 -1.096  0.04
H16 -1.889 0.524 -2.596  0.08

Calculated values
E_LUMO ... 0.93 eV
SMILES ... CN[C@@H](C)O.COCN

Which one sits at the bottom of the stability order? *2* does.

*1*
ORCA calculation (ωB97M-V with the def2-TZVPD basis set) on one molecule with the formula CHFIPS.

Each line ends with the Löwdin charge.
Cartesian coordinates (Å):
F1 1.277 1.129 0.871  -0.06
C1 0.585 0.008 0.636  -1.28
S1 1.268 -1.437 0.861  0.71
P1 -1.070 0.161 0.173  0.40
I1 -0.879 1.115 -2.008  0.40
H1 -1.180 -0.975 -0.533  -0.17

Calculated values
E_LUMO ... -1.29 eV
SMILES ... FC(=S)PI

*2*
ORCA calculation (ωB97M-V with the def2-TZVPD basis set) on CHFIPS as an isolated structure.

Each line ends with the Löwdin charge.
Cartesian coordinates (Å):
C1 1.477 0.473 1.748  -1.18
F1 2.778 0.593 2.103  -0.13
P1 1.247 1.005 -0.111  0.31
S1 0.471 -0.108 2.872  0.68
I1 2.772 -0.423 -1.291  0.30
H1 -0.204 0.091 -0.628  0.01

Calculated values
E_LUMO ... -1.15 eV

Which one sits at the bottom of the stability order? *2* does.